{
  "formula": "C27H41HgN6O2",
  "method": "ωB97M-V/def2-TZVPD",
  "elements": ["Hg", "C", "C", "O", "C", "C", "C", "C", "C", "C", "O", "H", "H", "H", "H", "H", "H", "H", "C", "N", "C", "C", "C", "N", "C", "C", "H", "H", "H", "H", "H", "H", "H", "H", "H", "H", "H", "H", "H", "H", "H", "H", "N", "C", "C", "C", "C", "C", "C", "C", "C", "C", "N", "H", "H", "H", "H", "H", "H", "C", "C", "C", "C", "N", "N", "H", "H", "H", "H", "H", "H", "H", "H", "H", "H", "H", "H"],
  "coordinates": [[0.916381, 0.336244, -0.438260], [-0.255641, -1.472341, 3.678352], [-1.079978, -1.210571, 2.432719], [-0.671942, -1.489810, 1.286259], [-2.405846, -0.614092, 2.644896], [-3.204663, -1.265618, 3.583973], [-4.566416, -1.125419, 3.518783], [-5.183501, -0.189787, 2.736003], [-4.372329, 0.639527, 1.962884], [-2.908952, 0.600742, 2.041087], [-2.156062, 1.461379, 1.611648], [-0.557099, -2.368265, 4.223857], [-0.301219, -0.545162, 4.324671], [0.822260, -1.550353, 3.444913], [-2.755656, -1.986264, 4.221076], [-5.105059, -1.670486, 4.259767], [-6.255016, -0.043301, 2.633830], [-4.886147, 1.326708, 1.306594], [3.796119, -1.621906, 1.284900], [3.569228, -1.774980, -0.156119], [4.495308, -1.051576, -0.959351], [3.288994, -3.066455, -0.667082], [2.747731, -4.000903, 0.398570], [2.020934, -5.113363, -0.124113], [0.956397, -5.507095, 0.805382], [2.904294, -6.117849, -0.706179], [4.246787, -0.631786, 1.555810], [2.812843, -1.685508, 1.773984], [4.385081, -2.494270, 1.692897], [5.506123, -1.478261, -0.858923], [4.550482, -0.002922, -0.592964], [4.257934, -0.988929, -1.984622], [4.228607, -3.503236, -1.076838], [2.587079, -2.925708, -1.495355], [2.066372, -3.410504, 1.046221], [3.610820, -4.286409, 1.093311], [1.460518, -5.620001, 1.827950], [0.482428, -6.477364, 0.582644], [0.220250, -4.731031, 0.870824], [3.562549, -6.563673, 0.050643], [3.552245, -5.772825, -1.505035], [2.288861, -6.914571, -1.154799], [3.085459, 1.977637, 1.508024], [2.161728, 1.488857, 0.986982], [0.104312, -1.012639, -1.845851], [-1.198974, -0.496669, -2.123921], [-2.272137, -0.693466, -1.199724], [-3.526671, -0.118696, -1.349611], [-3.814126, 0.604523, -2.581844], [-2.793192, 0.741570, -3.520106], [-1.483954, 0.313443, -3.253326], [-5.212257, 0.904135, -2.725143], [-6.383426, 0.952261, -2.640365], [0.877692, -0.931286, -2.658011], [0.208213, -1.921748, -1.349804], [-2.044139, -1.362735, -0.369233], [-4.407830, -0.403461, -0.770400], [-2.912347, 1.197794, -4.485393], [-0.708806, 0.677538, -3.964859], [0.341475, 6.083225, -2.642374], [0.063582, 5.480704, -1.237108], [-0.852941, 6.185851, -0.247667], [1.483372, 5.405581, -0.583715], [-0.396617, 4.141322, -1.498683], [-0.688800, 3.368849, -0.368851], [1.005016, 6.951178, -2.492553], [-0.621021, 6.334867, -3.126399], [0.816586, 5.362593, -3.321399], [-0.601753, 7.316833, -0.179842], [-0.717390, 5.737550, 0.755061], [-1.945158, 6.103365, -0.412107], [1.875689, 6.444567, -0.507143], [2.087987, 4.959000, -1.337065], [1.539013, 4.885512, 0.377045], [0.190449, 3.633322, -2.133005], [-1.619818, 2.979760, -0.420226], [-0.310286, 3.616820, 0.543804]],
  "forces_ev_per_a": [[1.06, 0.69, 0.76], [1.19, 1.14, 0.44], [0.00, 0.46, -1.68], [0.20, 0.24, 2.06], [0.23, -0.17, 0.94], [0.06, 0.32, -1.65], [-0.40, -0.89, 2.35], [0.95, 1.60, -1.89], [-0.40, -0.30, 0.63], [-1.33, -1.52, -0.36], [1.03, 1.54, -0.89], [-0.11, 0.18, 0.05], [-0.32, -1.17, -0.43], [-0.50, -0.29, -0.26], [0.14, -0.72, 0.53], [-0.72, -0.48, 0.36], [0.02, -0.35, 0.26], [0.39, 0.38, -0.15], [-0.06, -0.52, 0.19], [-0.11, 1.56, 0.92], [0.97, 1.24, 1.70], [0.44, -0.58, -0.32], [0.01, 0.81, 1.08], [-0.15, -0.08, -0.96], [2.05, -1.18, 1.02], [-1.19, -0.74, 0.54], [-0.39, -0.98, -0.49], [0.35, 0.27, 0.13], [0.03, 0.99, -0.14], [0.31, -0.08, -0.20], [-0.04, -0.56, -0.21], [-0.63, -0.26, -1.27], [-0.16, -0.11, -0.12], [-0.08, -0.48, -0.01], [0.20, -0.37, -0.50], [-0.86, -0.15, -0.66], [-0.89, -0.02, -0.72], [0.25, 0.43, -0.29], [-0.39, 0.41, -0.04], [0.14, -0.21, 0.19], [-0.12, 0.64, -0.04], [0.19, 0.13, 0.24], [-0.71, -0.39, -0.42], [0.55, 0.42, 0.54], [1.46, 1.66, -1.50], [-1.39, 0.01, -0.51], [-0.81, -0.03, 0.03], [0.86, -0.85, -1.12], [-1.40, -0.35, 0.79], [1.73, 0.18, 0.13], [-0.76, 0.65, -0.69], [-0.37, -0.48, 0.09], [1.27, 0.34, -0.40], [-1.07, -0.25, 0.44], [-0.11, -1.61, 0.87], [-0.36, 0.39, -0.06], [0.63, 0.20, 0.34], [-0.47, 0.45, -0.17], [-0.41, -0.76, 0.52], [-1.11, 0.58, 0.57], [1.65, -0.84, -0.18], [-0.45, 1.82, 0.40], [-0.52, 1.51, -0.05], [-1.32, 0.19, 0.43], [-0.01, -0.98, -0.26], [-0.40, -0.11, -0.49], [0.48, 0.27, 0.19], [0.10, 0.03, 0.47], [-0.27, -1.78, -0.08], [0.14, 0.41, -0.48], [0.58, -0.05, -0.47], [-0.15, -0.49, 0.45], [0.81, -0.82, -0.26], [0.00, 0.03, -0.26], [0.62, -0.13, -0.07], [0.11, 0.18, 0.71], [-0.24, -0.18, -0.61]],
  "e_above_lowest_kj_mol": 0.0,
  "e_homo_ev": [1.98, -1.40],
  "spin_multiplicity": 2,
  "orbital_gap_ev": [2.249, 5.619],
  "max_force_ev_per_a": 2.67,
  "energy_ev": -45869.2412,
  "total_charge": -2
}



{
  "formula": "CH2FIO",
  "method": "ωB97M-V/def2-TZVPD",
  "elements": ["C", "O", "F", "I", "H", "H"],
  "coordinates": [[-0.617906, -0.330668, -0.257844], [0.331097, -0.305872, 0.646539], [-1.534453, 0.622164, -0.040186], [-1.457263, -2.204981, -0.766715], [-0.123482, -0.038894, -1.494867], [-0.068842, -0.179021, 1.493280]],
  "forces_ev_per_a": [[1.56, 1.46, -6.43], [1.42, -0.24, 0.19], [-0.94, 0.16, 0.52], [-0.61, -0.73, 0.40], [-1.07, -0.70, 4.06], [-0.37, 0.05, 1.26]],
  "e_above_lowest_kj_mol": 69.4,
  "e_homo_ev": -9.65,
  "spin_multiplicity": 1,
  "orbital_gap_ev": 10.110,
  "max_force_ev_per_a": 6.78,
  "energy_ev": -13933.7298
}



{
  "formula": "C10H21Cl2O3PPd",
  "method": "ωB97M-V/def2-TZVPD",
  "elements": ["Pd", "Cl", "Cl", "C", "H", "H", "C", "C", "H", "C", "H", "C", "H", "H", "C", "H", "H", "C", "H", "H", "H", "H", "C", "O", "P", "O", "C", "O", "C", "H", "H", "H", "H", "H", "H", "H", "H", "H"],
  "coordinates": [[0.173679, -0.836724, 0.723154], [-0.937104, 0.895441, -2.014793], [0.930495, -2.158906, 2.573392], [-0.491137, -2.387747, -0.259543], [-0.104334, -3.295078, 0.178290], [-1.535522, -2.300586, -0.510529], [0.557324, 0.204761, -1.240979], [0.442232, -1.454995, -1.175863], [0.807215, 1.018977, -0.515717], [-0.023724, -1.822521, -2.615248], [1.552155, -1.760706, -1.062146], [1.057698, -1.585722, -3.647855], [-0.426525, -2.856153, -2.662801], [-0.873820, -1.169397, -2.827164], [1.609539, -0.166771, -3.565900], [1.881931, -2.283237, -3.467872], [0.688986, -1.814521, -4.651256], [1.820782, 0.291232, -2.147860], [2.566054, -0.129437, -4.107576], [0.942397, 0.522480, -4.091117], [2.635886, -0.309152, -1.698859], [2.188719, 1.326606, -2.158308], [1.163005, 2.602051, 2.872064], [0.511350, 1.327507, 3.009176], [-0.622405, 0.822640, 2.032553], [-1.839160, 0.353137, 2.939031], [-1.607019, -0.556413, 4.028619], [-1.151117, 2.086935, 1.232201], [-2.557278, 2.223146, 0.898025], [0.421600, 3.410145, 2.837845], [1.806398, 2.646841, 1.972470], [1.776685, 2.698518, 3.774635], [-2.282993, -1.409896, 3.907562], [-0.574769, -0.957416, 4.042867], [-1.814779, -0.019107, 4.963689], [-3.000739, 1.292591, 0.511248], [-3.088666, 2.554526, 1.798259], [-2.603040, 2.996953, 0.126307]],
  "forces_ev_per_a": [[0.53, 2.18, 5.23], [-0.66, 0.81, -0.27], [0.20, -0.01, -0.19], [-0.29, -0.64, -1.75], [-0.01, -0.14, -0.26], [-0.21, -0.30, -0.11], [1.59, 0.29, -1.81], [1.85, -2.65, -1.97], [-0.37, -1.22, 0.81], [-0.71, -0.29, -0.32], [-1.93, 0.08, -0.29], [0.40, -0.19, 0.06], [0.54, 0.50, 0.21], [-0.01, -0.44, -0.13], [-0.03, -0.12, -0.89], [0.00, -0.09, 0.06], [-0.05, 0.09, 0.06], [0.54, 0.74, -0.10], [-0.18, 0.08, 0.16], [-0.04, 0.00, 0.11], [-0.49, 0.39, 0.09], [-0.16, -0.19, 0.04], [0.28, 0.32, 0.22], [-0.33, 0.51, 0.52], [0.71, 0.05, -0.59], [-0.21, 0.55, 0.52], [0.18, -0.45, 0.57], [-0.52, -0.13, 0.21], [-0.21, 0.33, 0.02], [0.20, -0.23, 0.00], [-0.38, -0.29, 0.32], [-0.12, 0.04, -0.30], [0.05, 0.30, 0.05], [-0.59, 0.44, -0.04], [0.04, -0.23, -0.28], [0.36, 0.24, 0.18], [0.02, -0.13, -0.28], [0.01, -0.21, 0.17]],
  "e_above_lowest_kj_mol": 74.4,
  "e_homo_ev": [-3.01, -9.57],
  "spin_multiplicity": 5,
  "orbital_gap_ev": [3.684, 6.310],
  "max_force_ev_per_a": 5.69,
  "energy_ev": -54658.4626
}



{
  "formula": "C6H10O",
  "method": "ωB97M-V/def2-TZVPD",
  "elements": ["C", "C", "C", "C", "C", "C", "O", "H", "H", "H", "H", "H", "H", "H", "H", "H", "H"],
  "coordinates": [[2.254993, 0.038834, -0.032241], [0.767568, -0.170047, -0.048658], [0.075470, -1.174189, 0.487086], [-1.411404, -0.901517, 0.368609], [-1.483182, 0.025928, -0.845283], [-0.255324, 0.883763, -0.507483], [-0.723984, 1.707509, 0.574807], [2.508461, 0.980594, 0.470768], [2.691099, 0.089624, -1.038369], [2.753653, -0.774485, 0.506042], [0.481060, -1.998789, 1.070781], [-1.645975, -0.211801, 1.173672], [-2.055303, -1.783632, 0.352781], [-1.460791, -0.518707, -1.797346], [-2.357411, 0.679764, -0.811436], [0.098199, 1.530381, -1.326113], [-0.237133, 1.596772, 1.402383]],
  "forces_ev_per_a": [[-0.03, 0.03, 0.06], [-0.08, 0.32, 0.25], [-0.17, 0.04, 0.17], [0.08, -0.39, -0.22], [-0.05, 0.17, 0.12], [0.30, -0.42, -0.61], [0.39, 0.77, 0.12], [-0.02, -0.11, -0.08], [-0.20, 0.01, 0.12], [-0.09, 0.13, -0.10], [0.04, 0.08, -0.28], [-0.56, -0.57, 0.55], [0.05, 0.19, 0.06], [0.32, 0.21, 0.18], [-0.06, -0.17, -0.14], [-0.10, -0.10, 0.31], [0.19, -0.19, -0.50]],
  "e_above_lowest_kj_mol": 51.6,
  "smiles": "CC1=CCC[C@H]1O",
  "e_homo_ev": -9.14,
  "spin_multiplicity": 1,
  "orbital_gap_ev": 10.059,
  "max_force_ev_per_a": 0.97,
  "energy_ev": -8430.7059
}



Please write out number 2 again, unchanged.
{
  "formula": "CH2FIO",
  "method": "ωB97M-V/def2-TZVPD",
  "elements": ["C", "O", "F", "I", "H", "H"],
  "coordinates": [[-0.617906, -0.330668, -0.257844], [0.331097, -0.305872, 0.646539], [-1.534453, 0.622164, -0.040186], [-1.457263, -2.204981, -0.766715], [-0.123482, -0.038894, -1.494867], [-0.068842, -0.179021, 1.493280]],
  "forces_ev_per_a": [[1.56, 1.46, -6.43], [1.42, -0.24, 0.19], [-0.94, 0.16, 0.52], [-0.61, -0.73, 0.40], [-1.07, -0.70, 4.06], [-0.37, 0.05, 1.26]],
  "e_above_lowest_kj_mol": 69.4,
  "e_homo_ev": -9.65,
  "spin_multiplicity": 1,
  "orbital_gap_ev": 10.110,
  "max_force_ev_per_a": 6.78,
  "energy_ev": -13933.7298
}